The following is a DFT calculation (ωB97M-V/def2-TZVPD) of an isolated molecule of C4H6N2OS.

Each line ends with the natural charge from an NBO analysis.
Cartesian coordinates (Å):
C (-2.479, 0.770, -0.684)  -0.74
S (-0.863, 1.562, -0.312)  0.25
C (0.168, 0.191, 0.241)  -0.02
C (0.131, -1.055, 0.823)  -0.37
C (1.419, -1.596, 0.768)  -0.06
N (2.260, -0.705, 0.203)  -0.31
N (1.470, 0.334, 0.015)  0.11
O (2.019, 1.488, -0.511)  -0.50
H (-3.324, 1.554, -0.668)  0.24
H (-2.590, -0.081, 0.068)  0.24
H (-2.346, 0.459, -1.727)  0.23
H (-0.605, -1.585, 1.311)  0.23
H (1.864, -2.546, 1.124)  0.22
H (2.876, 1.208, -0.651)  0.48

Atoms 1-2, force components in eV/Å:
-0.1 0.0 0.4
0.0 -0.3 0.8

Calculated total energy   -738.848915 hartree
Relative energy (zero: lowest compared OMol25 entry of this formula, charge and spin)   409.0 kJ/mol
SMILES string   CSc1ccnn1O
LUMO   0.77 eV
HOMO   -8.46 eV
2S+1   1
Molar mass   130.2 g mol⁻¹



The following is a DFT calculation (ωB97M-V/def2-TZVPD) of a 3-piece molecular cluster, C4H13NO3 overall.

Each line ends with the Mulliken spin population.
Cartesian coordinates (Å):
C (-1.352, -0.006, -1.284)  0.01
N (-0.968, 1.233, -0.636)  0.02
C (-1.932, 0.187, 1.527)  0.15
C (-0.935, 1.222, 0.909)  0.07
C (0.483, 0.855, 1.298)  0.56
O (1.322, 1.774, 1.595)  0.26
H (-2.420, -0.202, -1.460)  0.01
H (-0.912, 0.023, -2.287)  -0.04
H (-0.931, -0.811, -0.698)  0.02
H (-1.500, 2.048, -0.932)  -0.03
H (-1.597, 0.040, 2.548)  -0.09
H (-2.874, 0.730, 1.528)  0.02
H (-2.037, -0.773, 1.042)  -0.04
H (-1.172, 2.236, 1.203)  0.02
H (0.797, -0.203, 1.225)  0.01
H (0.361, -1.982, -1.665)  0.01
H (0.876, -3.391, -1.564)  -0.01
O (0.142, -2.844, -1.290)  0.02
H (2.711, -1.212, -0.265)  0.00
H (3.073, -0.304, -1.459)  -0.01
O (2.977, -1.218, -1.192)  0.03

Atoms 1-2, force components in eV/Å:
0.2 0.8 -0.5
-0.7 0.7 1.0

Calculated total energy   -440.603712 hartree
⟨S²⟩   0.75
Net charge   -1
Relative energy (zero: lowest compared OMol25 entry of this formula, charge and spin)   178.9 kJ/mol
LUMO (alpha / beta)   3.54 / 3.46 eV
HOMO (alpha / beta)   0.47 / -3.08 eV
2S+1   2
Molar mass   123.2 g mol⁻¹



The following is a DFT calculation (ωB97M-V/def2-TZVPD) of a 2-piece molecular cluster, CH6N3S overall.

Each line ends with the natural charge from an NBO analysis.
Cartesian coordinates (Å):
C (0.681, -0.168, -1.232)  0.18
N (-0.111, -0.721, -2.070)  -0.75
N (-0.989, -0.094, 0.813)  -0.63
N (-0.128, 0.650, 1.602)  -0.53
S (1.895, 0.576, -0.618)  0.30
H (0.111, -0.828, -3.058)  0.45
H (-0.536, 1.587, 1.735)  0.43
H (-0.835, -1.087, 0.983)  0.33
H (-1.044, -1.007, -1.778)  0.46
H (0.844, 0.817, 1.086)  0.33
H (0.112, 0.274, 2.537)  0.42

Atoms 1-2, force components in eV/Å:
-0.6 0.6 1.5
-0.5 -0.3 -0.2

Calculated total energy   -603.781367 hartree
Net charge   +1
Relative energy (zero: lowest compared OMol25 entry of this formula, charge and spin)   308.2 kJ/mol
LUMO (alpha / beta)   -5.33 / -5.32 eV
HOMO (alpha / beta)   -13.16 / -13.16 eV
2S+1   1
Molar mass   92.1 g mol⁻¹



The following is a DFT calculation (ωB97M-V/def2-TZVPD) of an isolated molecule of C4H5NO.

Each line ends with the natural charge from an NBO analysis.
Cartesian coordinates (Å):
C (1.526, -2.076, -0.528)  -0.22
C (1.106, -0.948, -0.458)  -0.04
C (0.586, 0.425, -0.371)  -0.31
N (-0.378, 0.578, 0.707)  -0.60
C (-1.672, 0.917, 0.456)  0.53
O (-2.105, 1.238, -0.633)  -0.61
H (1.889, -3.076, -0.631)  0.24
H (0.062, 0.699, -1.297)  0.27
H (1.417, 1.128, -0.236)  0.22
H (-0.132, 0.229, 1.622)  0.40
H (-2.299, 0.887, 1.368)  0.12

Atoms 1-2, force components in eV/Å:
-0.2 0.6 0.0
0.2 -0.5 -0.1

Calculated total energy   -285.351305 hartree
Relative energy (zero: lowest compared OMol25 entry of this formula, charge and spin)   166.1 kJ/mol
SMILES string   C#CCNC=O
LUMO   0.86 eV
HOMO   -10.01 eV
2S+1   1
Molar mass   83.1 g mol⁻¹



The following is a DFT calculation (ωB97M-V/def2-TZVPD) of a 8-piece molecular cluster, C57H114F12N4O9S overall.

Each line ends with the Mulliken charge.
Cartesian coordinates (Å):
C (-1.504, -9.888, 9.161)  -1.31
C (-2.040, -8.457, 9.249)  -0.45
C (-0.954, -7.525, 9.875)  -0.58
C (-1.430, -6.049, 10.089)  -1.15
N (-0.517, -5.166, 10.964)  0.66
C (0.888, -5.123, 10.367)  -0.97
C (0.876, -4.080, 9.165)  -0.65
C (-0.009, -3.036, 9.766)  -0.68
C (-0.953, -3.682, 10.800)  -0.63
C (-0.356, -5.635, 12.444)  -0.88
C (-1.719, -5.887, 13.190)  -0.45
C (-1.588, -6.132, 14.748)  -1.32
H (-0.435, -10.031, 9.007)  0.36
H (-1.941, -10.432, 8.324)  0.37
H (-1.626, -10.565, 10.007)  0.34
H (-2.961, -8.276, 9.803)  0.41
H (-2.247, -7.964, 8.299)  0.34
H (-0.010, -7.413, 9.340)  0.41
H (-0.639, -8.015, 10.796)  0.29
H (-2.364, -6.198, 10.629)  0.34
H (-1.705, -5.434, 9.232)  0.61
H (1.579, -4.685, 11.087)  0.48
H (1.380, -6.067, 10.131)  0.48
H (1.875, -3.752, 8.877)  0.45
H (0.464, -4.572, 8.285)  0.28
H (0.600, -2.412, 10.420)  0.30
H (-0.429, -2.290, 9.091)  0.35
H (-0.674, -3.216, 11.746)  0.35
H (-2.018, -3.504, 10.656)  0.47
H (0.379, -5.064, 13.010)  0.45
H (0.137, -6.599, 12.318)  0.50
H (-2.294, -6.674, 12.701)  0.33
H (-2.390, -5.053, 12.988)  0.41
H (-0.700, -6.713, 14.997)  0.34
H (-2.424, -6.611, 15.259)  0.38
H (-1.417, -5.197, 15.281)  0.34
C (-9.219, 4.525, -2.631)  -1.24
C (-8.255, 5.223, -1.679)  -0.66
C (-7.274, 6.129, -2.455)  -0.26
C (-6.197, 5.340, -3.361)  -1.09
N (-4.849, 6.035, -3.685)  0.49
C (-5.008, 7.421, -4.504)  -0.46
C (-4.664, 7.230, -6.021)  -0.74
C (-4.451, 5.714, -6.133)  -0.58
C (-4.106, 5.196, -4.720)  -0.74
C (-4.029, 6.207, -2.388)  -0.86
C (-4.189, 7.540, -1.598)  0.05
C (-3.305, 7.445, -0.351)  -1.43
H (-10.131, 4.125, -2.189)  0.37
H (-8.770, 3.703, -3.189)  0.31
H (-9.630, 5.248, -3.336)  0.32
H (-7.641, 4.588, -1.041)  0.31
H (-8.994, 5.641, -0.996)  0.37
H (-6.711, 6.548, -1.620)  -0.03
H (-7.742, 6.915, -3.048)  0.50
H (-6.753, 5.227, -4.292)  0.50
H (-6.009, 4.273, -3.234)  0.46
H (-4.316, 8.165, -4.109)  0.18
H (-5.965, 7.855, -4.212)  0.55
H (-3.796, 7.805, -6.345)  0.35
H (-5.473, 7.395, -6.732)  0.28
H (-3.722, 5.459, -6.902)  0.39
H (-5.447, 5.466, -6.501)  0.32
H (-3.024, 5.286, -4.625)  0.42
H (-4.300, 4.128, -4.621)  0.40
H (-2.963, 6.165, -2.611)  0.54
H (-4.161, 5.253, -1.877)  0.33
H (-5.178, 7.617, -1.145)  0.17
H (-4.038, 8.470, -2.145)  0.36
H (-3.827, 7.048, 0.520)  0.36
H (-3.002, 8.427, 0.012)  0.38
H (-2.383, 6.886, -0.515)  0.37
C (4.334, 7.714, -4.266)  -1.11
C (5.722, 7.575, -4.635)  -0.76
C (6.787, 7.660, -3.500)  -0.56
C (6.660, 6.366, -2.679)  -1.02
N (7.879, 6.199, -1.716)  0.13
C (7.886, 4.720, -1.060)  -0.80
C (9.304, 4.381, -0.586)  -0.62
C (10.124, 5.227, -1.536)  -0.72
C (9.157, 6.000, -2.459)  -0.65
C (7.998, 7.244, -0.559)  -0.81
C (6.936, 7.266, 0.500)  -0.26
C (6.960, 8.530, 1.392)  -1.31
H (3.983, 8.740, -4.369)  0.31
H (4.125, 7.464, -3.226)  0.32
H (3.744, 7.163, -4.998)  0.34
H (6.124, 8.171, -5.454)  0.46
H (5.858, 6.607, -5.118)  0.32
H (6.525, 8.558, -2.941)  0.32
H (7.822, 7.986, -3.606)  0.59
H (6.625, 5.561, -3.412)  0.50
H (5.802, 6.411, -2.007)  0.49
H (6.997, 4.661, -0.431)  0.61
H (7.568, 4.078, -1.882)  0.50
H (9.412, 4.742, 0.436)  0.24
H (9.422, 3.299, -0.639)  0.43
H (10.945, 5.775, -1.075)  0.40
H (10.558, 4.461, -2.177)  0.33
H (9.534, 7.001, -2.672)  0.39
H (8.942, 5.449, -3.375)  0.40
H (7.978, 8.204, -1.076)  0.42
H (8.990, 7.211, -0.110)  0.49
H (7.080, 6.443, 1.200)  0.30
H (5.974, 7.123, 0.007)  0.26
H (6.033, 8.619, 1.960)  0.36
H (7.285, 9.468, 0.943)  0.35
H (7.684, 8.256, 2.160)  0.37
C (3.453, -6.752, -6.911)  -1.23
C (3.646, -5.199, -6.774)  -0.80
C (3.222, -4.286, -7.969)  -0.25
C (2.429, -3.017, -7.591)  -1.14
N (2.006, -2.113, -8.783)  0.39
C (0.973, -1.030, -8.426)  -0.70
C (-0.366, -1.633, -8.767)  -0.71
C (-0.048, -2.292, -10.121)  -0.71
C (1.234, -2.985, -9.848)  -0.42
C (3.248, -1.418, -9.380)  -0.98
C (3.833, -0.487, -8.328)  -0.16
C (5.354, -0.245, -8.606)  -1.42
H (2.400, -6.800, -7.190)  0.34
H (3.558, -7.396, -6.038)  0.38
H (4.150, -7.176, -7.633)  0.28
H (4.679, -4.910, -6.577)  0.40
H (3.280, -4.833, -5.815)  0.47
H (2.676, -4.920, -8.668)  0.44
H (4.118, -3.899, -8.454)  0.18
H (2.781, -2.472, -6.714)  0.54
H (1.480, -3.428, -7.248)  0.39
H (1.185, -0.133, -9.009)  0.44
H (1.201, -0.685, -7.417)  0.41
H (-1.199, -0.947, -8.919)  0.41
H (-0.688, -2.347, -8.010)  0.34
H (-0.143, -1.568, -10.931)  0.33
H (-0.891, -2.962, -10.292)  0.38
H (1.932, -3.178, -10.662)  0.32
H (0.921, -3.903, -9.349)  0.32
H (2.774, -0.990, -10.264)  0.58
H (4.038, -2.125, -9.632)  0.45
H (3.616, -0.903, -7.344)  0.22
H (3.296, 0.458, -8.414)  0.40
H (5.856, 0.346, -7.840)  0.38
H (5.519, 0.256, -9.560)  0.35
H (5.879, -1.199, -8.585)  0.37
C (-8.171, -4.320, 8.746)  -0.01
O (-7.273, -3.392, 8.150)  -0.26
O (-7.879, -4.454, 10.122)  -0.90
C (-9.697, -3.948, 8.252)  0.73
F (-10.011, -4.660, 7.189)  -0.28
F (-10.607, -4.391, 9.106)  -0.29
F (-9.893, -2.632, 8.060)  -0.28
C (-7.202, -3.379, 6.727)  -0.06
C (-6.184, -2.379, 6.263)  -1.29
H (-5.204, -2.662, 6.648)  0.26
H (-6.058, -2.439, 5.182)  0.40
H (-6.330, -1.315, 6.445)  0.33
H (-8.155, -3.125, 6.263)  0.25
H (-6.863, -4.321, 6.296)  0.24
H (-7.972, -5.242, 8.198)  0.16
C (7.037, -4.986, 4.295)  -0.14
O (6.368, -6.060, 3.716)  -0.26
O (7.998, -5.616, 5.082)  -0.92
C (7.400, -3.873, 3.231)  0.93
F (8.616, -3.431, 3.414)  -0.27
F (7.306, -4.309, 1.968)  -0.30
F (6.612, -2.825, 3.372)  -0.32
C (4.972, -6.090, 3.567)  -0.34
C (4.536, -7.066, 2.481)  -1.18
H (4.858, -6.769, 1.483)  0.26
H (4.757, -8.108, 2.716)  0.29
H (3.456, -7.182, 2.391)  0.41
H (4.337, -5.222, 3.389)  0.31
H (4.668, -6.260, 4.600)  0.39
H (6.214, -4.639, 4.920)  0.13
C (0.302, -0.383, -0.615)  -0.07
O (-0.891, -0.670, -1.326)  -0.22
O (1.031, 0.436, -1.473)  -0.92
C (-0.173, 0.265, 0.842)  0.72
F (-1.186, 1.108, 0.898)  -0.28
F (-0.407, -0.670, 1.831)  -0.30
F (0.887, 0.942, 1.329)  -0.28
C (-1.683, -1.811, -0.956)  -0.23
C (-3.096, -1.656, -1.529)  -1.13
H (-3.803, -2.386, -1.132)  0.38
H (-3.423, -0.657, -1.239)  0.25
H (-2.994, -1.716, -2.612)  0.25
H (-1.862, -1.991, 0.104)  0.24
H (-1.100, -2.687, -1.241)  0.35
H (0.821, -1.319, -0.412)  0.22
C (-9.682, -0.692, -8.188)  0.56
F (-9.216, -0.463, -6.915)  -0.24
F (-8.677, -0.864, -8.983)  -0.22
F (-10.478, -1.755, -8.221)  -0.23
S (-10.774, 0.938, -8.714)  1.03
O (-9.822, 2.045, -8.486)  -0.65
O (-11.010, 0.799, -10.177)  -0.65
O (-11.876, 0.815, -7.833)  -0.60

Atoms 1-2, force components in eV/Å:
-0.2 -1.0 -0.5
1.5 1.6 0.1

Calculated total energy   -4732.189584 hartree
Relative energy (zero: lowest compared OMol25 entry of this formula, charge and spin)   1303.4 kJ/mol
LUMO   -1.42 eV
HOMO   -4.38 eV
2S+1   1
Molar mass   1259.6 g mol⁻¹